The following is a quantum chemistry calculation of a molecular structure, C35H42Br2InO12P2 in a non-equilibrium geometry, from the OMol25 dataset.

Element x y z (Å)
In 3.5364 -1.3951 0.5995
Br 3.3953 1.6344 -0.9906
Br 6.7188 2.1246 -1.0005
P 2.9371 -3.3589 -0.9373
P 0.7427 2.1162 2.0784
O -3.1112 -3.2947 -7.4009
O -0.9182 -1.8430 -2.8040
O -0.9265 -1.9569 3.6612
O -4.5082 -6.3571 -5.8689
O 1.6021 3.3438 2.6364
O 0.0822 10.9741 3.6849
O -4.8674 0.0644 6.5702
O 0.4057 2.3407 0.5347
O -9.6831 -6.3270 -6.9858
O -0.5042 2.0871 2.8804
O 3.4613 6.9000 3.8603
O 3.1160 -4.8478 -0.1400
C 2.0807 10.0190 2.8861
C 4.6010 0.0848 -0.7582
C -6.3679 -5.1194 -6.6005
C -3.6975 -1.8513 5.8685
C 2.6890 7.8319 3.8206
C -3.9610 -0.3905 5.8984
C -1.3300 -1.3104 -5.0592
C 1.5811 -0.4540 1.1771
C 2.6162 3.9340 1.7982
C 0.6131 8.8749 4.6123
C -2.6878 -3.8364 -5.1474
C 2.9305 8.9970 2.9305
C -7.6678 -5.1117 -6.8826
C -1.8245 -1.4791 4.3209
C -7.8207 -7.5670 -6.2527
C -1.4972 0.7949 0.1066
C 1.6835 0.5878 2.3127
C -2.0863 -0.0156 4.3478
C -1.4170 -2.1775 -3.8547
C -2.7081 -2.3564 5.1391
C -0.9664 2.2025 0.1189
C 6.9243 -0.6802 -0.5266
C -2.6028 -2.9659 -6.3462
C 4.7608 -1.9791 2.3500
C -3.0820 0.4785 5.0845
C 1.1187 -3.2746 -1.1614
C -5.6939 -6.3527 -6.1225
C 1.4622 7.8521 4.6580
C 4.0239 3.4876 2.1504
C -1.8814 -1.6756 -6.2131
C 5.9423 0.4553 -0.1695
C 0.8551 10.0396 3.7245
C -8.4977 -6.3335 -6.7304
C -6.5212 -7.5759 -5.9707
C -2.1377 -3.4685 -3.9919
H 4.3696 4.0726 2.9994
H -0.2870 8.9094 5.2126
H 1.2491 0.1475 3.2069
H 4.0548 -5.0745 -0.0950
H 0.6051 -3.5831 -0.2497
H -4.3520 -2.4700 6.4702
H -1.6207 2.8733 0.6654
H 0.7928 -3.9415 -1.9544
H 4.6867 3.7508 1.3294
H 5.3938 -1.1817 2.7348
H -2.5193 0.7986 -0.2700
H 7.7927 -0.2750 -1.0263
H -2.1855 -4.0853 -3.1032
H 2.2370 10.8771 2.2448
H -8.4436 -8.4464 -6.1497
H -0.7981 -0.3751 -4.9377
H 4.0858 -2.2885 3.1449
H 4.7420 -0.3117 -1.7558
H 2.7139 0.8257 2.5695
H -0.9791 2.5555 -0.9120
H 1.3047 6.9924 5.2968
H 5.8872 0.6388 0.8944
H -1.5396 0.3673 1.1039
H 1.1746 -0.0538 0.2586
H 6.4293 -1.4063 -1.1623
H -0.9118 0.1298 -0.5205
H -5.7419 -4.2417 -6.7065
H -3.2937 1.5399 5.1215
H 2.4351 3.8025 0.7343
H -1.4444 0.6421 3.7507
H 5.3933 -2.8382 2.1361
H -8.1804 -4.2253 -7.2336
H 2.5717 5.0051 1.9821
H -6.0074 -8.4623 -5.6210
H 0.9697 -1.2749 1.5292
H -2.4960 -3.4179 5.1027
H 0.8483 -2.2489 -1.3707
H 7.2705 -1.1482 0.3930
H 3.8295 8.9611 2.3284
H -1.8330 -1.0581 -7.1012
H -3.2197 -4.7740 -5.2726
H 4.1037 2.4235 2.3379

As for the total charge: -1. The max |F| is 1.86 eV/A. The highest occupied orbital energy comes out at -0.1307 Eh. The LUMO energy comes out at -0.55 eV. The calculation puts the total energy at -8282.60036 Ha. Its orbital gap is 3.01 eV.

Atom charges from the Löwdin analysis, given in e for atoms 1 to 5: number 1, In, carries 0.57; number 2, Br, carries 0.62; number 3, Br, carries 0.53; number 4, P, carries 0.64; number 5, P, carries 0.52